C7H11OP in the gas phase in a non-equilibrium geometry, computed with ωB97M-V with the def2-TZVPD basis set.

The geometry in XYZ format:
```
20
Properties=species:S:1:pos:R:3:forces:R:3:lowdin_spin:R:1
P -1.321002 -1.816749 -0.360928 1.5 0.0 1.6 0.06
O -2.158841 -2.314006 0.771274 0.3 0.1 -0.7 0.03
C 1.907914 0.037246 -0.093645 -4.0 -4.1 -0.6 0.39
C 1.590796 -1.353832 0.193978 4.7 6.4 0.1 0.20
C 3.024216 0.785466 0.333751 2.6 2.2 0.6 0.71
C 0.507131 -2.085261 -0.098762 -4.2 -2.9 -0.8 0.49
C -1.992630 0.798865 0.274114 -0.9 -2.9 -0.2 0.00
C -1.688994 2.201707 0.100915 -0.7 1.1 0.1 0.00
C -1.378409 -0.060474 -0.540371 1.4 1.8 -2.2 0.00
H -2.586509 2.802754 -0.076822 0.2 0.0 -0.1 0.00
H -0.646982 0.494819 -1.317625 -1.7 -1.8 1.5 0.00
H -2.709131 0.343649 1.023001 0.9 1.0 -0.7 0.00
H -0.958877 2.330088 -0.692590 -0.1 0.2 -0.1 0.00
H -1.520885 -2.518806 -1.567393 -0.1 0.4 -0.1 0.01
H 1.117406 0.540689 -0.661981 0.6 0.1 0.3 0.01
H 3.098316 1.904087 0.141974 -0.2 -1.8 0.3 0.04
H -1.265908 2.527037 1.019281 0.5 0.8 0.9 0.00
H 3.891962 0.318651 0.831928 -0.6 0.3 -0.4 0.04
H 0.604358 -3.157633 0.090344 0.1 0.1 -0.2 0.02
H 2.486067 -1.778293 0.629560 -0.2 -0.8 0.4 0.00
```
Forces are in eV/Å.

Energy relative to the best compared isomer or geometry (same formula, charge and spin), kJ/mol: 19.5
2S+1: 3
HOMO energy (spin up / spin down), eV: -6.26 / -9.88
F_max, hartree/bohr: 0.1546
DFT total energy, Ha: -689.725686

C15H25NO6S in the gas phase, computed with ωB97M-V with the def2-TZVPD basis set.

The geometry in XYZ format:
```
48
Properties=species:S:1:pos:R:3:forces:R:3:lowdin_charge:R:1
S -0.948971 -0.629249 2.429465 0.0 -0.2 0.0 0.94
O -0.065736 2.521481 0.841832 0.0 0.2 0.0 0.12
O -4.199364 0.224621 1.933447 -0.1 0.0 0.1 0.10
O -1.853325 1.424128 0.036402 -0.2 -0.3 -0.3 -0.01
O 2.466681 -1.005089 -0.943241 0.1 -0.3 -0.3 0.09
O -3.573675 -1.275982 0.384151 0.0 -0.4 -0.3 -0.03
O 3.748968 0.236466 0.479137 0.1 0.2 0.1 0.04
N 1.555411 0.442573 0.530009 0.0 0.3 0.3 0.13
C -5.029402 -1.730449 -1.452266 0.3 0.0 0.3 -0.14
C 5.015966 -0.318613 0.048392 0.5 -0.3 -0.2 -0.57
C 5.054176 -1.822349 0.318763 -0.2 0.2 0.0 -0.02
C -4.407849 -0.665730 -0.607941 -0.4 0.4 -0.1 -0.16
C 5.248255 -0.021108 -1.432713 -0.2 0.0 0.2 -0.02
C 0.207879 0.264428 0.062277 -0.1 -0.2 -0.1 -0.27
C -2.707734 2.549908 0.297917 -0.3 0.5 0.1 -0.20
C -5.032336 -1.716608 -2.771285 0.0 0.0 -0.1 0.02
C 6.048871 0.408151 0.910196 -0.4 -0.1 -0.2 -0.02
C 2.601239 -0.184557 -0.065742 -0.3 0.2 0.3 -0.55
C -0.461555 -0.960871 0.694180 -0.1 0.0 0.2 -0.36
C -0.574281 1.543713 0.363209 0.5 -0.2 0.0 -0.49
C -2.972642 3.327944 -0.980826 0.2 -0.3 0.2 -0.05
C -3.548432 -0.730461 1.603410 -0.1 0.0 0.4 -0.57
C -2.575861 -1.468105 2.486045 0.5 0.2 -0.2 -0.35
H -2.042902 3.733524 -1.373424 0.0 0.1 -0.1 0.08
H 1.724915 1.189674 1.187708 0.1 0.0 -0.1 0.15
H 6.039474 -2.212487 0.079664 0.1 0.0 0.0 0.09
H 4.314015 -2.331441 -0.292230 0.0 -0.1 0.0 0.08
H -5.178974 -0.078867 -0.091012 0.2 -0.1 -0.1 0.13
H -5.492769 -2.535537 -0.899165 -0.1 -0.1 0.0 0.11
H 0.239648 -1.794938 0.681519 0.0 0.1 -0.1 0.09
H -2.888838 -1.406956 3.526163 -0.1 0.0 -0.1 0.09
H 4.505433 -0.533090 -2.038012 0.0 0.0 -0.1 0.08
H -2.222743 3.185752 1.043638 -0.1 -0.1 -0.1 0.13
H -1.362857 -1.223378 0.145871 0.1 0.0 0.0 0.08
H 5.856212 0.216377 1.962240 0.0 0.0 0.1 0.09
H 4.840752 -2.018010 1.367466 0.0 0.0 0.1 0.09
H -3.786867 0.008256 -1.206062 -0.1 0.0 0.1 0.12
H 0.235701 0.103163 -1.025604 -0.1 0.1 0.2 0.17
H -4.568902 -0.921726 -3.331999 0.2 0.2 -0.1 0.06
H -2.447732 -2.501015 2.167932 -0.1 0.0 0.1 0.09
H 6.238163 -0.360959 -1.723899 0.1 0.0 0.0 0.09
H 5.987965 1.479417 0.738778 0.0 0.1 0.0 0.09
H 7.048452 0.063932 0.662293 0.1 0.0 0.0 0.09
H 5.173942 1.049015 -1.614100 0.0 0.1 0.0 0.09
H -3.651318 4.148586 -0.768129 -0.1 0.1 0.0 0.08
H -5.507977 -2.492733 -3.344612 -0.1 -0.2 -0.1 0.05
H -3.421965 2.685574 -1.734726 -0.1 0.0 -0.1 0.07
H -3.627092 2.133625 0.714890 0.2 0.0 0.0 0.11
```
Forces are in eV/Å.

SMILES string: C=CCOC(=O)CSC[C@H](NC(=O)OC(C)(C)C)C(=O)OCC
Energy relative to the best compared isomer or geometry (same formula, charge and spin), kJ/mol: 7.4
HOMO energy, eV: -8.94
F_max, hartree/bohr: 0.0126
DFT total energy, Ha: -1490.995398

2 unconnected molecules or ions with the total composition C13H18N2O5 in a non-equilibrium geometry, computed with ωB97M-V with the def2-TZVPD basis set.

The geometry in XYZ format:
```
38
Properties=species:S:1:pos:R:3:forces:R:3:lowdin_charge:R:1
O -2.828422 -3.154832 -0.664822 -6.1 4.0 1.9 -0.12
O 4.255465 -1.554520 -0.088377 3.2 -2.6 -0.5 0.15
O 1.354447 -1.985819 -0.750148 -0.9 2.4 0.2 -0.04
O 3.801353 0.345032 -1.132098 -0.7 1.1 -0.7 0.14
O 0.309801 1.123125 2.034153 1.3 0.7 -5.0 0.00
N 1.655090 0.598311 0.109358 -4.1 3.2 -1.1 0.09
N 0.567261 2.499677 -1.355743 -2.8 0.2 -3.0 -0.05
C -2.791350 -1.647992 -0.636681 -1.0 -1.2 3.1 -0.27
C -2.021066 -0.886724 -1.496687 0.2 -1.5 -1.2 -0.06
C 3.555400 -0.640474 -0.270548 1.6 2.1 -0.8 -0.58
C 0.618362 1.343540 0.795512 1.5 -1.9 4.2 -0.33
C 2.456545 -0.419241 0.628498 0.5 -1.0 1.0 -0.25
C -3.424976 -0.997894 0.523465 3.7 2.0 -4.3 -0.01
C -1.508162 2.525503 0.236320 -2.2 0.5 -0.7 -0.09
C 1.898240 -1.835239 0.546350 -2.0 -2.1 2.5 -0.40
C -3.091999 0.374396 0.673305 -0.6 0.0 1.6 -0.05
C -1.645795 0.414466 -1.209896 0.9 1.6 -1.0 -0.07
C 0.670439 -2.014616 1.470862 3.9 4.7 1.2 -0.01
C -2.199506 1.083206 -0.122565 2.1 1.2 -1.2 -0.20
C 0.039407 2.572216 0.080744 1.4 0.4 -0.9 -0.27
H -3.429419 0.925322 1.572641 -0.1 -0.6 -0.4 0.12
H 0.592759 3.510775 0.602312 -1.7 -2.0 -1.0 0.19
H -1.730769 -1.379232 -2.437120 0.4 0.2 0.6 0.13
H 2.693206 -2.590442 0.868413 -1.2 1.1 -1.0 0.17
H 1.636017 0.727991 -0.970074 0.1 0.0 2.8 0.16
H 3.027168 -0.242476 1.570298 -1.2 0.3 -0.1 0.20
H 4.615937 0.251369 -1.621650 0.5 -0.6 -0.1 0.13
H 0.044933 -1.149335 1.314035 -1.4 -0.4 -0.9 0.05
H 0.711433 -1.192766 -0.537615 0.8 -2.3 -2.1 0.11
H -3.884280 -1.535476 1.265685 -1.3 -1.1 1.6 0.07
H -1.866094 2.557936 1.254910 0.9 0.5 0.7 0.08
H 1.118205 -1.504905 2.373554 -0.7 -1.9 0.5 0.11
H -1.988935 3.530760 -0.199107 0.9 -2.5 0.3 0.15
H -4.117462 -3.111428 -0.120240 5.5 -1.0 -2.4 0.30
H 0.346449 -2.979672 1.393799 -1.3 -2.2 0.5 0.06
H -0.836152 1.013705 -1.822754 -2.1 -2.0 1.1 0.11
H -0.099685 2.566617 -2.334298 2.4 0.3 4.3 0.18
H 1.496142 2.859120 -1.543798 -0.4 0.3 0.3 0.06
```
Forces are in eV/Å.

Energy relative to the best compared isomer or geometry (same formula, charge and spin), kJ/mol: 785.9
HOMO energy, eV: -8.87
F_max, hartree/bohr: 0.1467
DFT total energy, Ha: -991.646650

16 unconnected molecules or ions with the total composition H32O16 in a non-equilibrium geometry, computed with ωB97M-V with the def2-TZVPD basis set.

The geometry in XYZ format:
```
48
Properties=species:S:1:pos:R:3:forces:R:3:lowdin_charge:R:1
O -2.733869 0.957000 -3.805992 -0.6 -2.4 0.6 -0.06
O 2.602837 2.172017 -0.165640 -1.5 -2.5 -1.7 -0.11
O -0.441958 -1.677838 -0.423838 -0.2 0.3 0.8 -0.05
O 2.491632 -2.164373 -0.091560 4.7 1.6 3.2 -0.10
O 0.046380 2.329493 -0.684251 -1.9 -0.6 1.2 -0.06
O -2.286974 4.327308 1.791482 1.7 -1.1 0.2 -0.12
O 3.425880 -1.527346 -2.767244 8.0 -2.8 -0.8 -0.03
O -0.452505 -2.714365 4.312346 3.9 -0.3 -0.3 -0.09
O -2.144502 0.738914 -0.881769 5.0 -5.2 -11.4 0.07
O 0.349059 0.037636 -3.015001 1.1 1.7 -6.8 0.01
O -2.232770 -1.848540 3.117566 -5.9 -3.0 1.2 -0.01
O -2.270926 -4.465499 -2.101353 -3.1 -2.5 -0.5 0.00
O 1.661199 0.193228 5.127910 1.8 2.1 0.6 -0.06
O 2.071517 4.870308 -0.228536 1.5 -1.2 -1.8 -0.07
O 0.178549 3.410826 1.866545 3.0 -0.3 -1.3 -0.10
O -0.670760 -5.472865 -0.159098 2.7 -0.9 1.6 -0.03
H -3.071462 -3.982265 -2.332996 0.3 0.1 0.1 0.07
H 0.359019 2.489054 1.534258 -0.5 1.5 0.4 0.06
H 3.917978 -1.882335 -3.650634 -1.1 1.1 3.4 0.15
H -2.453682 1.122665 -0.234323 -5.2 5.2 10.8 -0.08
H -1.886200 -0.183107 -0.835795 -0.3 -0.2 1.0 0.05
H 0.572634 -2.818372 4.321964 -2.8 0.1 0.3 0.10
H 3.576672 -2.069143 -0.053184 -4.0 0.1 0.6 0.15
H 2.388555 4.945517 -1.181149 -0.8 0.0 2.1 0.09
H 1.582221 5.632564 -0.009921 -0.8 1.7 -0.1 0.01
H 2.296312 1.860200 -1.082065 1.3 1.2 1.3 0.06
H 2.554551 -2.533060 -0.916212 -0.7 -1.6 -3.8 -0.07
H -0.743308 -2.830918 5.213954 0.0 0.0 0.4 0.04
H 1.126502 -0.227330 4.492079 -1.1 -0.7 -1.3 -0.02
H -1.323903 3.992507 1.928202 -1.9 0.3 -0.6 0.00
H -1.584554 -3.882878 -2.045358 2.6 2.9 -0.1 -0.02
H -0.211290 -1.707594 0.545296 0.0 0.1 -1.6 0.09
H -2.192288 5.220753 2.091130 -0.3 0.9 0.2 0.00
H -1.142255 -4.954411 -0.752641 -1.9 1.0 -1.4 -0.07
H -0.037308 -0.188429 -2.262730 -2.9 -1.3 4.9 -0.10
H -0.835997 1.891834 -0.779072 0.3 0.3 0.8 0.02
H 0.137606 -1.025777 -0.849426 0.3 -0.6 1.0 0.01
H 1.937370 1.548992 0.226446 1.0 1.0 0.5 0.03
H -0.412339 0.077969 -3.688290 1.6 -0.2 1.5 0.10
H 0.240583 2.218976 -1.582538 1.4 0.2 -2.3 0.00
H -2.994205 -1.533363 2.613999 -0.4 -0.3 0.2 0.06
H 0.233561 -5.104093 -0.238165 -0.6 -0.5 0.4 0.05
H -3.608486 0.943688 -4.244384 1.5 1.3 0.0 0.07
H -2.032748 1.596269 -3.810784 -0.9 1.2 -0.8 0.02
H 2.033816 1.016248 4.701275 -0.8 -1.5 0.6 0.07
H -1.610009 -1.329481 2.801883 5.2 3.7 -1.9 -0.07
H 0.918974 3.919880 1.351754 -1.9 -1.3 1.1 0.09
H 2.670892 -1.390463 -3.164142 -7.0 1.7 -2.7 -0.09
```
Forces are in eV/Å.

Energy relative to the best compared isomer or geometry (same formula, charge and spin), kJ/mol: 1025.9
HOMO energy, eV: -10.28
F_max, hartree/bohr: 0.2620
DFT total energy, Ha: -1222.808012

2 unconnected molecules or ions with the total composition C3H4O2S in a non-equilibrium geometry, computed with ωB97M-V with the def2-TZVPD basis set.

The geometry in XYZ format:
```
10
Properties=species:S:1:pos:R:3:forces:R:3:lowdin_charge:R:1
S -0.785785 -1.930218 -0.273064 -3.2 1.2 2.9 0.82
O 2.303190 -0.578311 0.850803 0.2 -0.4 0.1 0.18
O 2.870578 1.097398 -0.639201 0.3 -0.1 -0.1 0.20
C -0.748461 -0.278462 -0.523732 0.2 0.4 0.2 -0.52
C -1.524123 0.733810 0.295256 0.9 -3.1 -0.8 -0.20
C 2.611039 0.237465 0.090413 -0.4 0.5 0.0 -0.43
H -2.256628 0.347491 0.967397 -0.7 -0.1 0.7 0.05
H 0.123859 -2.033660 -1.077513 3.2 -1.3 -2.9 -0.21
H -0.667752 1.114926 0.815021 0.2 1.2 0.4 0.07
H -1.925918 1.289560 -0.505382 -0.5 1.7 -0.3 0.05
```
Forces are in eV/Å.

Energy relative to the best compared isomer or geometry (same formula, charge and spin), kJ/mol: 262.9
HOMO energy, eV: -8.15
F_max, hartree/bohr: 0.0876
DFT total energy, Ha: -665.285494

CH3Cl2FSi in the gas phase in a non-equilibrium geometry, computed with ωB97M-V with the def2-TZVPD basis set.

The geometry in XYZ format:
```
8
Properties=species:S:1:pos:R:3:forces:R:3:lowdin_charge:R:1
Cl -0.281452 1.211881 -3.240358 0.3 0.6 -1.0 0.42
Cl -1.921886 2.929331 -0.690956 0.5 -1.2 -0.8 0.28
Si -1.199490 1.117852 -1.490848 -2.8 -1.5 1.4 -0.33
F -2.483685 0.044012 -1.751560 1.4 2.0 0.2 -0.25
C -0.166039 0.129551 -0.362626 2.1 -0.7 -0.8 -0.23
H 0.881114 0.141767 -0.794088 -1.1 -0.4 0.0 0.05
H 0.093946 0.330543 0.638555 -0.5 1.0 1.4 0.01
H -0.526135 -0.902372 -0.324445 0.0 0.1 -0.5 0.05
```
Forces are in eV/Å.

SMILES string: C[Si](F)(Cl)Cl
Energy relative to the best compared isomer or geometry (same formula, charge and spin), kJ/mol: 56.4
HOMO energy, eV: -11.82
F_max, hartree/bohr: 0.0667
DFT total energy, Ha: -1349.814611